C60H46N4O5PS2V as an isolated structure in a non-equilibrium geometry, computed with wB97M-V/def2-TZVPD.

Its LUMO energy (spin up / spin down) is 3.60 / 3.58 eV. The calculation puts the gap between HOMO and LUMO (spin up / spin down) at 3.94 / 4.87 eV. Its energy is -4990.94170 Ha. Its net charge is -2. As for the spin multiplicity: 3. The value obtained for the highest occupied orbital energy (spin up / spin down) is -0.3303 / -1.2985 eV.

Positions of all 119 atoms, in Å:
V -0.491 0.103 1.971
S -0.256 -0.979 -1.407
S 0.351 2.202 -2.867
P 0.237 0.231 -2.932
O -0.122 -8.789 3.227
O 8.581 1.857 2.503
O -1.617 9.104 1.787
O -8.314 -0.900 -2.592
O -0.680 0.128 3.596
N 1.175 -1.140 1.795
N -1.695 -1.477 1.303
N -1.800 1.412 1.171
N 0.854 1.588 1.863
C -7.085 -0.790 -2.054
C -1.423 -2.797 1.709
C -3.568 -0.211 0.223
C 0.699 -5.683 1.445
C 0.007 -4.736 2.241
C -1.391 2.741 0.734
C -8.788 -2.185 -2.966
C 2.115 1.375 2.511
C -2.000 -0.662 -6.734
C 2.314 -3.015 1.064
C -0.055 -7.482 2.899
C -6.204 -1.900 -1.939
C -2.156 5.599 1.556
C 2.511 -0.831 1.673
C 4.549 0.625 2.197
C -0.888 -0.242 -4.237
C -5.614 0.655 -0.909
C -2.987 2.035 -0.743
C -0.870 -1.509 -4.813
C -1.429 -1.706 -6.075
C 1.242 3.275 3.430
C -5.054 -1.716 -1.184
C 1.836 -0.122 -3.775
C -1.686 0.758 -4.785
C -0.663 10.177 1.571
C 4.241 -0.780 -4.994
C -2.341 6.945 1.650
C 9.352 2.144 1.298
C -2.333 0.523 -6.010
C 6.506 1.535 3.452
C -1.257 7.832 1.897
C 0.030 7.337 2.117
C -2.779 0.987 0.168
C 5.123 1.235 3.345
C 0.215 5.950 1.990
C 0.678 -7.041 1.777
C 3.076 0.405 2.124
C 3.254 -1.967 1.202
C 0.791 -9.742 2.603
C -0.833 5.046 1.667
C 1.055 -2.530 1.534
C 7.367 1.313 2.367
C -2.676 -3.467 1.763
C 3.656 0.456 -5.300
C -0.548 3.533 1.564
C 2.411 0.799 -4.678
C 2.389 -1.397 -3.513
C -0.653 -6.598 3.790
C -6.793 0.500 -1.639
C -4.719 -0.392 -0.624
C -0.549 -5.259 3.489
C -3.656 -2.521 1.427
C 2.286 2.365 3.532
C 6.887 0.571 1.265
C 0.437 2.901 2.230
C -2.098 3.097 -0.457
C -0.109 -3.338 1.881
C -2.996 -1.304 0.993
C 3.568 -1.722 -4.191
C 5.487 0.320 1.161
H -4.700 -2.688 1.541
H 5.173 -1.081 -5.489
H 4.354 -2.059 1.101
H 8.725 2.525 0.449
H 0.408 -10.032 1.617
H -0.176 10.448 2.515
H -1.971 4.045 -0.972
H 1.006 4.138 4.061
H 9.813 1.264 0.899
H 4.486 1.316 4.266
H 1.821 -9.327 2.514
H 2.007 -1.888 -2.579
H -3.725 1.985 -1.558
H -3.123 1.214 -6.402
H -0.976 -4.450 4.200
H -1.771 1.745 -4.291
H -7.506 1.353 -1.772
H -5.415 1.636 -0.528
H 2.453 -4.017 0.848
H -6.471 -2.914 -2.323
H -4.315 -2.550 -0.982
H -2.174 -0.702 -7.798
H -1.262 11.031 1.328
H -0.357 -2.340 -4.406
H -2.797 -4.477 2.198
H -8.696 -2.360 -4.034
H 4.085 -2.696 -4.056
H 3.034 2.367 4.272
H 0.842 -10.559 3.275
H -8.390 -2.998 -2.356
H 6.894 2.027 4.353
H 1.911 1.793 -4.791
H -1.352 -2.626 -6.582
H 4.209 1.304 -5.782
H 10.122 2.903 1.545
H 7.451 0.417 0.338
H 0.817 8.115 2.377
H -2.987 4.857 1.361
H 1.152 -5.416 0.460
H 1.240 5.574 2.156
H -1.117 -7.007 4.676
H -3.295 7.433 1.623
H 0.109 9.982 0.809
H 1.104 -7.757 1.130
H -9.867 -2.147 -2.699
H 5.123 -0.108 0.153